2 unconnected molecules or ions with the total composition CH2S in a non-equilibrium geometry. Source: the Open Molecules 2025 dataset; level of theory: the ωB97M-V functional and the def2-TZVPD basis.

Output
Strongest force on any atom   6.66 eV Å⁻¹
LUMO level (alpha / beta)   -2.79 / -2.80 eV
HOMO (alpha / beta)   -8.97 / -8.96 eV
Total charge   0
Energy   -437.23533 hartree
Relative energy (zero: lowest compared OMol25 entry of this formula, charge and spin)   549.7 kJ/mol
Gap between HOMO and LUMO (alpha / beta)   6.18 / 6.16 eV

```
4
CH2S | the Open Molecules 2025 dataset | the ωB97M-V functional and the def2-TZVPD basis
C -0.35 0.21 -0.20
S 1.69 -0.81 0.98
H -1.19 0.08 0.43
H -0.14 0.52 -1.20
```

---

C6H12O in the gas phase. Source: the Open Molecules 2025 dataset; level of theory: the ωB97M-V functional and the def2-TZVPD basis.

Output
Strongest force on any atom   0.96 eV Å⁻¹
LUMO level   1.05 eV
HOMO   -10.02 eV
Total charge   0
Energy   -311.01662 hartree
SMILES   C[C@@H]1C[C@@H]1[C@@H](C)O
Relative energy (zero: lowest compared OMol25 entry of this formula, charge and spin)   112.0 kJ/mol
Gap between HOMO and LUMO   11.07 eV

```
19
C6H12O | the Open Molecules 2025 dataset | the ωB97M-V functional and the def2-TZVPD basis
C -2.13 -0.97 -0.04
C -1.53 0.41 0.01
C -0.66 0.99 -1.06
C -0.07 0.69 0.31
C 1.03 -0.37 0.35
C 2.38 0.06 -0.25
O 1.26 -0.81 1.69
H -1.38 -1.71 -0.36
H -2.99 -1.02 -0.72
H -2.46 -1.24 0.97
H -2.16 1.15 0.50
H -0.36 0.31 -1.85
H -0.82 2.01 -1.41
H 0.15 1.52 0.99
H 0.71 -1.25 -0.24
H 2.34 0.24 -1.33
H 3.11 -0.75 -0.09
H 2.79 0.95 0.24
H 0.79 -0.21 2.29
```

---

A molecular structure, C6H13Cl2N5O2S2Tc. Source: the Open Molecules 2025 dataset; level of theory: the ωB97M-V functional and the def2-TZVPD basis.

Output
Strongest force on any atom   0.34 eV Å⁻¹
LUMO level (alpha / beta)   -7.02 / -8.80 eV
HOMO (alpha / beta)   -14.64 / -15.84 eV
Total charge   +2
Energy   -2457.55607 hartree
Spin multiplicity   4
Gap between HOMO and LUMO (alpha / beta)   7.61 / 7.04 eV

```
31
C6H13Cl2N5O2S2Tc | the Open Molecules 2025 dataset | the ωB97M-V functional and the def2-TZVPD basis
Tc -0.54 -0.73 0.17
Cl -1.87 -2.70 1.03
C -2.34 -3.10 -0.66
Cl -1.29 -2.10 -1.72
H -3.37 -2.80 -0.80
H -2.13 -4.15 -0.84
C 2.86 1.41 -2.25
C 2.04 0.50 -1.40
S 0.45 0.99 -1.05
C 2.53 -0.71 -0.92
C 3.90 -1.21 -1.23
S 1.57 -1.75 0.07
H 2.32 2.32 -2.50
H 3.14 0.91 -3.18
H 3.79 1.69 -1.74
H 4.48 -0.50 -1.80
H 3.83 -2.14 -1.79
H 4.43 -1.44 -0.30
N 0.14 0.29 1.96
N -0.79 1.24 2.44
C -1.95 1.44 1.77
N -2.77 2.37 2.21
N -2.12 0.63 0.71
N -3.35 0.63 0.02
O -4.15 1.51 0.22
O -3.44 -0.27 -0.77
H 0.35 -0.38 2.71
H 1.01 0.77 1.71
H -0.49 1.85 3.18
H -2.56 2.90 3.04
H -3.64 2.54 1.71
```

---

2 unconnected molecules or ions with the total composition C6H15INOP in a non-equilibrium geometry. Source: the Open Molecules 2025 dataset; level of theory: the ωB97M-V functional and the def2-TZVPD basis.

Output
Strongest force on any atom   3.63 eV Å⁻¹
LUMO level (alpha / beta)   0.00 / -3.84 eV
HOMO (alpha / beta)   -7.52 / -8.46 eV
Total charge   0
Energy   -1006.58299 hartree
Spin multiplicity   3
Relative energy (zero: lowest compared OMol25 entry of this formula, charge and spin)   0.0 kJ/mol
Gap between HOMO and LUMO (alpha / beta)   7.52 / 4.62 eV

```
25
C6H15INOP | the Open Molecules 2025 dataset | the ωB97M-V functional and the def2-TZVPD basis
C -0.25 -1.83 -1.68
C -0.75 0.53 -2.35
C -0.21 2.06 0.74
C 1.74 0.76 1.65
C -0.48 -0.40 -1.17
C 0.43 0.67 0.88
N 0.67 -0.01 -0.38
O 0.15 -3.18 2.30
P -1.15 -2.70 1.91
I -2.00 -1.32 3.79
H -0.15 -2.52 -0.84
H -1.07 -2.15 -2.31
H 0.67 -1.87 -2.26
H -1.64 0.21 -2.89
H 0.09 0.52 -3.04
H -0.91 1.55 -2.01
H -1.22 1.99 0.34
H -0.26 2.54 1.71
H 0.39 2.67 0.08
H 1.56 1.13 2.66
H 2.42 1.45 1.15
H 2.21 -0.21 1.71
H -1.36 -0.41 -0.51
H -0.26 0.02 1.45
H 1.36 0.50 -0.93
```

---

A molecular structure, C66H144F4N8O8S4Sr in a non-equilibrium geometry. Source: the Open Molecules 2025 dataset; level of theory: the ωB97M-V functional and the def2-TZVPD basis.

Output
Strongest force on any atom   10.40 eV Å⁻¹
LUMO level (alpha / beta)   -8.84 / -9.12 eV
HOMO (alpha / beta)   -13.14 / -17.12 eV
Total charge   +5
Energy   -5662.04166 hartree
Spin multiplicity   2
Gap between HOMO and LUMO (alpha / beta)   4.30 / 8.00 eV

```
235
C66H144F4N8O8S4Sr | the Open Molecules 2025 dataset | the ωB97M-V functional and the def2-TZVPD basis
Sr 0.20 -31.90 32.30
C -7.48 -37.40 32.69
C -7.26 -36.54 31.39
C -5.91 -36.78 30.63
C -5.50 -35.49 29.79
N -4.13 -35.58 28.88
C -2.94 -36.20 29.60
C -2.43 -37.47 28.88
C -3.03 -37.34 27.51
C -4.38 -36.65 27.76
C -3.78 -34.13 28.41
C -4.73 -33.36 27.45
C -4.09 -32.00 27.25
H -6.51 -37.40 33.18
H -7.83 -38.40 32.45
H -8.12 -36.74 33.28
H -7.56 -35.52 31.63
H -7.87 -36.95 30.59
H -5.91 -37.69 30.03
H -5.17 -37.16 31.34
H -5.33 -34.66 30.47
H -6.30 -35.04 29.21
H -2.09 -35.52 29.72
H -3.32 -36.33 30.61
H -1.35 -37.55 28.85
H -2.84 -38.34 29.41
H -2.37 -36.77 26.86
H -3.19 -38.36 27.16
H -4.76 -36.08 26.90
H -5.14 -37.35 28.11
H -2.77 -34.12 27.98
H -3.62 -33.70 29.40
H -5.71 -33.22 27.91
H -4.90 -33.78 26.46
H -4.82 -31.22 27.04
H -3.42 -31.99 26.39
H -3.56 -31.46 28.04
C -1.16 -29.34 25.32
C -2.58 -29.52 24.77
C -3.30 -28.39 24.10
C -4.62 -28.77 23.42
N -5.24 -27.60 22.59
C -6.15 -26.61 23.44
C -7.31 -27.37 23.85
C -7.60 -28.28 22.57
C -6.37 -28.16 21.65
C -4.15 -26.71 21.92
C -3.42 -27.41 20.79
C -2.62 -26.47 19.87
H -1.12 -28.60 26.13
H -0.63 -28.87 24.49
H -0.68 -30.30 25.49
H -3.17 -29.77 25.65
H -2.57 -30.38 24.10
H -2.54 -27.88 23.53
H -3.67 -27.80 24.94
H -5.32 -29.28 24.08
H -4.36 -29.46 22.61
H -6.48 -25.76 22.84
H -5.53 -26.11 24.19
H -8.12 -26.68 24.12
H -6.97 -27.87 24.75
H -8.55 -27.95 22.14
H -7.66 -29.34 22.84
H -6.56 -27.53 20.77
H -6.12 -29.16 21.31
H -3.41 -26.29 22.59
H -4.74 -25.94 21.41
H -4.10 -28.05 20.24
H -2.67 -28.01 21.31
H -2.00 -27.08 19.22
H -1.99 -25.91 20.56
H -3.29 -25.87 19.25
C 1.80 -26.54 27.23
C 2.35 -27.30 26.08
C 3.08 -26.38 25.10
C 4.13 -25.42 25.76
N 4.47 -24.29 24.77
C 3.28 -23.38 24.49
C 3.57 -21.99 24.01
C 5.01 -21.86 24.56
C 5.38 -23.21 25.30
C 4.98 -24.78 23.42
C 6.03 -25.86 23.37
C 6.50 -26.01 21.97
H 1.30 -25.61 26.95
H 2.66 -26.38 27.89
H 1.11 -27.12 27.83
H 1.61 -27.88 25.52
H 2.97 -28.04 26.58
H 2.30 -25.84 24.57
H 3.47 -27.05 24.33
H 5.04 -25.92 26.08
H 3.82 -24.89 26.66
H 2.60 -23.88 23.79
H 2.63 -23.38 25.36
H 3.44 -21.73 22.96
H 2.96 -21.24 24.52
H 5.60 -21.87 23.64
H 5.37 -20.96 25.05
H 6.43 -23.49 25.30
H 5.15 -22.95 26.33
H 5.46 -23.94 22.92
H 4.10 -25.09 22.87
H 5.62 -26.82 23.68
H 6.79 -25.56 24.10
H 7.24 -25.24 21.78
H 5.69 -26.18 21.25
H 7.00 -26.98 21.95
C 7.53 -35.64 26.00
C 6.43 -34.64 26.12
C 6.61 -33.76 27.32
C 6.21 -34.34 28.68
N 6.49 -33.42 29.84
C 6.09 -34.07 31.20
C 5.97 -32.77 32.08
C 5.19 -31.88 31.18
C 5.53 -32.13 29.75
C 8.05 -32.99 29.94
C 9.05 -34.06 30.43
C 10.47 -33.89 29.99
H 7.71 -36.29 26.85
H 8.48 -35.13 25.85
H 7.29 -36.23 25.11
H 5.52 -35.24 26.11
H 6.33 -34.10 25.18
H 6.10 -32.79 27.25
H 7.67 -33.51 27.30
H 6.87 -35.18 28.91
H 5.15 -34.56 28.81
H 6.82 -34.84 31.44
H 5.12 -34.55 31.09
H 6.88 -32.28 32.43
H 5.37 -33.11 32.92
H 5.48 -30.87 31.48
H 4.12 -31.93 31.39
H 6.05 -31.24 29.38
H 4.68 -32.45 29.15
H 8.11 -32.11 30.58
H 8.30 -32.45 29.03
H 8.73 -34.98 29.94
H 8.93 -34.23 31.50
H 10.66 -33.47 29.00
H 10.99 -34.85 30.02
H 11.09 -33.26 30.61
C 4.79 -26.55 29.26
C 6.08 -26.55 30.09
C 7.28 -27.21 29.42
C 8.63 -27.05 30.21
N 9.81 -27.83 29.66
C 11.10 -27.58 30.53
C 11.73 -28.95 30.54
C 10.74 -30.00 29.98
C 9.36 -29.29 30.04
C 10.15 -27.57 28.15
C 10.51 -26.07 27.82
C 10.41 -25.77 26.30
H 4.77 -27.32 28.49
H 5.01 -25.70 28.62
H 3.82 -26.42 29.74
H 5.92 -27.13 31.00
H 6.37 -25.53 30.34
H 7.54 -26.79 28.44
H 6.96 -28.24 29.27
H 8.50 -27.30 31.26
H 8.98 -26.02 30.13
H 11.64 -26.69 30.21
H 10.70 -27.43 31.54
H 12.62 -29.00 29.91
H 11.94 -29.19 31.58
H 11.15 -30.42 29.06
H 10.63 -30.79 30.72
H 8.52 -29.67 29.47
H 9.14 -29.37 31.11
H 9.20 -27.80 27.67
H 10.81 -28.29 27.67
H 11.57 -25.89 28.00
H 10.10 -25.28 28.46
H 10.61 -24.73 26.03
H 9.47 -26.00 25.79
H 11.17 -26.37 25.80
C -2.40 -26.85 32.59
C -1.10 -26.69 31.69
C -1.08 -25.39 30.75
C -2.41 -25.16 29.96
N -2.38 -24.28 28.63
C -1.86 -22.91 29.11
C -2.60 -22.01 28.27
C -4.01 -22.56 28.00
C -3.88 -24.02 28.15
C -1.52 -24.92 27.54
C -1.45 -24.28 26.18
C -0.93 -25.32 25.15
H -2.64 -25.87 33.00
H -2.35 -27.49 33.48
H -3.25 -26.98 31.92
H -1.00 -27.52 31.00
H -0.31 -26.70 32.45
H -0.26 -25.53 30.04
H -0.84 -24.48 31.30
H -3.11 -24.67 30.64
H -2.80 -26.05 29.48
H -0.80 -22.71 28.95
H -2.11 -22.74 30.16
H -2.04 -21.97 27.34
H -2.63 -21.01 28.71
H -4.44 -22.28 27.04
H -4.72 -22.21 28.74
H -4.08 -24.63 27.26
H -4.71 -24.37 28.77
H -1.78 -25.98 27.57
H -0.54 -24.90 28.01
H -0.66 -23.54 26.14
H -2.41 -23.85 25.87
H -1.82 -25.89 24.87
H -0.17 -25.98 25.56
H -0.65 -24.75 24.26
N 0.83 -30.37 30.55
S 1.97 -29.49 30.04
O 1.87 -28.03 30.24
O 2.81 -29.96 28.97
F 2.87 -29.83 31.25
S 0.01 -30.10 29.11
O 0.35 -30.85 27.93
O -0.78 -28.87 28.90
F -1.11 -31.07 29.58
N 1.12 -33.99 31.70
S 1.30 -34.69 30.15
O 0.17 -35.57 29.84
O 2.66 -35.03 29.75
F 1.03 -33.36 29.22
S 1.75 -35.01 32.58
O 2.89 -34.40 33.17
O 1.77 -36.47 32.44
F 0.66 -34.92 33.73
```

---

3 unconnected molecules or ions with the total composition C20H46NO5P in a non-equilibrium geometry. Source: the Open Molecules 2025 dataset; level of theory: the ωB97M-V functional and the def2-TZVPD basis.

Output
Strongest force on any atom   8.53 eV Å⁻¹
LUMO level   0.46 eV
HOMO   -8.14 eV
Total charge   0
Energy   -1561.74529 hartree
SMILES   CO[C@H](COCCC(=O)N(C)C)P(O)O.CCCCCC.CCCCCC
Gap between HOMO and LUMO   8.60 eV

```
73
C20H46NO5P | the Open Molecules 2025 dataset | the ωB97M-V functional and the def2-TZVPD basis
C 3.75 2.55 2.21
O 2.52 1.88 2.66
C 2.12 0.80 1.71
C 0.61 0.32 2.22
O -0.42 0.38 1.17
C -0.98 1.73 1.01
C -1.89 2.26 2.27
C -3.03 1.14 2.78
O -2.97 0.54 4.00
N -4.10 0.80 1.75
C -5.32 1.67 2.02
C -4.50 -0.65 1.99
P 3.33 -0.66 2.07
O 4.50 -0.86 0.80
O 4.13 -0.33 3.60
H 4.71 1.89 2.37
H 3.88 3.51 2.90
H 3.66 2.94 1.11
H 2.12 1.14 0.59
H 0.35 0.88 3.21
H 0.72 -0.83 2.51
H -1.71 1.68 0.07
H -0.18 2.56 0.74
H -1.20 2.50 3.19
H -2.49 3.22 1.99
H -6.26 1.24 1.43
H -5.04 2.75 1.68
H -5.58 1.74 3.17
H -5.22 -0.94 1.09
H -3.49 -1.28 1.98
H -5.08 -0.71 3.01
H 4.79 -1.84 0.87
H 4.86 -1.01 3.77
C -8.35 -5.18 -1.94
C -7.03 -4.77 -1.29
C -7.04 -3.34 -0.75
C -7.24 -2.24 -1.80
C -6.22 -2.23 -2.94
C -4.80 -1.97 -2.46
H -8.58 -4.56 -2.81
H -8.30 -6.22 -2.27
H -9.17 -5.09 -1.22
H -6.21 -4.91 -2.01
H -6.83 -5.46 -0.46
H -6.10 -3.16 -0.21
H -7.83 -3.25 0.00
H -7.22 -1.27 -1.29
H -8.24 -2.33 -2.23
H -6.50 -1.44 -3.65
H -6.25 -3.17 -3.50
H -4.73 -1.01 -1.94
H -4.11 -1.94 -3.32
H -4.44 -2.76 -1.79
C 7.46 2.89 0.67
C 8.01 3.05 -0.74
C 6.96 2.80 -1.82
C 6.37 1.38 -1.85
C 7.39 0.25 -2.02
C 8.15 0.32 -3.34
H 7.12 1.87 0.86
H 8.25 3.11 1.40
H 6.63 3.58 0.85
H 8.87 2.38 -0.88
H 8.39 4.07 -0.85
H 7.40 3.03 -2.80
H 6.13 3.51 -1.69
H 5.64 1.33 -2.67
H 5.80 1.20 -0.93
H 6.86 -0.71 -1.98
H 8.10 0.25 -1.19
H 7.46 0.28 -4.19
H 8.84 -0.53 -3.43
H 8.74 1.24 -3.42
```

---

C5H4N2 in the gas phase. Source: the Open Molecules 2025 dataset; level of theory: the ωB97M-V functional and the def2-TZVPD basis.

Output
Strongest force on any atom   0.90 eV Å⁻¹
LUMO level (alpha / beta)   0.02 / 0.02 eV
HOMO (alpha / beta)   -8.66 / -8.66 eV
Total charge   0
Energy   -302.25316 hartree
Relative energy (zero: lowest compared OMol25 entry of this formula, charge and spin)   459.8 kJ/mol
Gap between HOMO and LUMO (alpha / beta)   8.68 / 8.68 eV

```
11
C5H4N2 | the Open Molecules 2025 dataset | the ωB97M-V functional and the def2-TZVPD basis
C 2.86 -1.00 0.32
C 1.67 -1.09 0.73
C 0.45 -0.52 0.44
C -0.65 -0.94 -0.39
C -1.34 0.17 -0.70
N -0.89 1.27 0.03
N 0.18 0.76 0.76
H -0.55 2.03 -0.55
H -0.81 -1.95 -0.76
H -2.14 0.33 -1.41
H 0.76 1.36 1.32
```

---

A molecular structure, C19H40OP2Sr in a non-equilibrium geometry. Source: the Open Molecules 2025 dataset; level of theory: the ωB97M-V functional and the def2-TZVPD basis.

Output
Strongest force on any atom   3.69 eV Å⁻¹
LUMO level (alpha / beta)   0.40 / 0.40 eV
HOMO (alpha / beta)   -2.92 / -2.92 eV
Total charge   0
Energy   -1536.34497 hartree
Relative energy (zero: lowest compared OMol25 entry of this formula, charge and spin)   0.0 kJ/mol
Gap between HOMO and LUMO (alpha / beta)   3.33 / 3.33 eV

```
63
C19H40OP2Sr | the Open Molecules 2025 dataset | the ωB97M-V functional and the def2-TZVPD basis
P 0.51 2.39 -1.58
P 2.25 -0.39 -0.29
C 2.28 1.98 -1.77
C 2.47 0.47 -1.94
H 2.87 2.35 -0.91
H 2.67 2.49 -2.65
H 1.65 0.05 -2.58
H 3.44 0.20 -2.40
C 3.67 -0.25 0.92
H 3.38 -0.73 1.87
H 3.99 0.79 1.12
H 4.52 -0.81 0.50
C 2.92 -1.88 -1.14
H 3.92 -1.59 -1.49
H 2.32 -2.13 -2.03
H 3.00 -2.76 -0.50
C 0.72 4.18 -1.75
H 0.03 4.69 -1.07
H 0.50 4.45 -2.79
H 1.74 4.51 -1.49
C -0.16 1.84 -3.19
H -0.07 0.74 -3.32
H 0.37 2.37 -4.01
H -1.23 2.10 -3.21
Sr 0.98 1.75 0.94
C 0.33 -4.18 -0.25
C 0.27 -3.20 0.65
C -0.58 -1.98 0.60
C -1.67 -1.91 -0.48
C -1.13 -1.80 -1.89
C -0.64 -2.68 -2.77
C -0.43 -4.13 -2.60
C -0.76 -4.62 -1.16
C -2.36 2.66 1.02
H 1.19 -4.85 -0.25
H 0.87 -3.33 1.56
H 0.07 -1.07 0.48
H -1.09 -1.91 1.57
H -2.42 -2.70 -0.34
H -2.19 -0.96 -0.30
H -1.19 -0.74 -2.21
H -0.44 -2.30 -3.78
H 0.63 -4.35 -2.77
H -1.01 -4.71 -3.33
H -1.77 -4.31 -0.87
H -0.75 -5.72 -1.17
H -3.35 2.47 1.47
H -2.29 2.09 0.07
H -2.19 3.74 0.85
C -2.61 0.54 3.17
C -1.75 1.80 3.26
C -2.57 2.92 3.90
C -0.43 1.57 4.02
O -1.33 2.13 1.89
H -2.78 0.16 4.18
H -2.11 -0.25 2.59
H -3.60 0.76 2.73
H -2.68 2.69 4.97
H -2.08 3.89 3.82
H -3.58 2.99 3.49
H 0.11 0.69 3.60
H 0.20 2.49 3.98
H -0.67 1.34 5.08
```

---

C10H17O4P in the gas phase in a non-equilibrium geometry. Source: the Open Molecules 2025 dataset; level of theory: the ωB97M-V functional and the def2-TZVPD basis.

Output
Strongest force on any atom   6.34 eV Å⁻¹
LUMO level (alpha / beta)   0.26 / -1.16 eV
HOMO (alpha / beta)   -4.49 / -9.11 eV
Total charge   0
Energy   -1033.35788 hartree
Spin multiplicity   3
Relative energy (zero: lowest compared OMol25 entry of this formula, charge and spin)   110.0 kJ/mol
Gap between HOMO and LUMO (alpha / beta)   4.76 / 7.95 eV

```
32
C10H17O4P | the Open Molecules 2025 dataset | the ωB97M-V functional and the def2-TZVPD basis
C 4.40 0.05 -0.68
C 4.92 0.39 -1.84
C 1.91 -0.26 0.33
C 4.64 -0.51 0.69
C 3.30 -0.15 0.17
C 1.46 -0.82 1.66
C -3.88 -2.39 0.00
C -2.83 3.20 0.20
C -2.51 -2.25 -0.65
C -1.49 2.49 0.20
O 0.79 0.07 -0.50
O -1.68 0.32 -2.00
O -1.75 -1.28 0.07
O -1.68 1.11 0.49
P -1.35 0.06 -0.62
H 4.30 0.76 -2.64
H 5.98 0.31 -2.04
H 4.91 -1.56 0.79
H 5.10 0.13 1.44
H 0.82 -0.09 2.17
H 2.30 -1.07 2.29
H 0.86 -1.72 1.49
H -4.46 -3.15 -0.51
H -3.76 -2.68 1.05
H -4.41 -1.44 -0.04
H -3.32 3.10 1.17
H -2.69 4.25 -0.02
H -3.47 2.76 -0.56
H -2.62 -1.93 -1.70
H -1.96 -3.19 -0.61
H -0.82 2.89 0.98
H -1.00 2.59 -0.77
```